{"formula": "C6H19NO5Pd", "method": "ωB97M-V/def2-TZVPD", "species": ["Pd", "O", "H", "O", "H", "C", "C", "C", "O", "C", "N", "H", "H", "H", "H", "H", "H", "H", "H", "H", "H", "H", "C", "C", "O", "O", "H", "H", "H", "H", "H", "H"], "coordinates": [[1.082598, -0.555165, -0.216371], [1.589130, -2.149765, 1.044364], [0.842254, -2.365343, 1.636169], [3.008508, -0.000621, -0.745437], [3.541342, 0.149760, -1.550430], [-2.978725, -0.287488, 1.737235], [-1.655052, 0.094099, 0.983946], [-0.583343, 0.684093, 1.960789], [0.558771, 0.994493, 1.256576], [1.550732, 1.664726, 1.995001], [-1.139048, -1.126553, 0.358517], [-3.677195, -0.908466, 1.176331], [-3.479983, 0.669390, 1.882915], [-2.835813, -0.667459, 2.748812], [-2.051253, 0.761812, 0.218899], [-0.387310, -0.004562, 2.782633], [-0.893255, 1.612025, 2.441417], [2.368570, 1.781334, 1.283915], [1.909128, 0.996699, 2.778191], [1.354237, 2.682472, 2.332163], [-1.839333, -1.440748, -0.297981], [-1.063339, -1.879112, 1.027859], [0.086592, 0.659696, -2.803039], [0.849434, -0.658135, -3.027719], [0.690845, -1.731130, -2.102215], [0.173633, 1.009424, -1.421499], [-0.938571, 0.661373, -3.173352], [0.638316, 1.447590, -3.315799], [1.914813, -0.441706, -3.106550], [0.468460, -1.068780, -3.962772], [1.059811, -2.489733, -2.560457], [-0.164953, 1.905778, -1.362112]], "forces_ev_per_angstrom": [[0.7, -1.6, 0.8], [-0.6, 0.2, 0.0], [0.6, 0.1, -0.3], [-0.2, 0.4, 0.2], [-0.4, -0.3, 0.3], [0.5, 1.6, 0.5], [-1.5, -1.1, 1.9], [-2.0, 0.1, 0.0], [0.5, 0.6, -0.8], [1.9, -0.2, -0.3], [0.9, 0.6, -0.5], [0.4, -0.1, -0.1], [-0.4, 0.0, 0.1], [0.2, -0.4, -0.1], [1.0, 0.3, -0.2], [0.1, -0.5, 0.0], [-0.7, 0.0, 0.0], [0.2, -0.1, 0.1], [-0.1, 0.3, 0.3], [-0.9, -0.2, 0.2], [0.2, -0.1, -0.5], [0.0, -0.1, 0.3], [0.8, -0.4, 0.2], [-0.2, 0.2, -1.6], [-0.6, 0.7, 0.3], [-0.9, 0.4, -0.9], [-0.1, -0.3, 0.3], [0.0, -0.3, -0.6], [0.0, 0.1, -0.1], [0.3, 0.4, -0.4], [0.2, -0.4, 0.4], [0.1, 0.2, 0.7]], "lowdin_charge": [1.144, -0.343, -0.040, -0.169, 0.037, -0.043, -0.361, -0.181, -0.310, -0.055, 0.025, 0.085, 0.081, 0.084, 0.135, 0.140, 0.143, 0.089, 0.112, 0.108, 0.108, 0.092, -0.164, -0.213, -0.111, -0.152, 0.132, 0.135, 0.109, 0.135, 0.124, 0.122], "e_lumo_ev": [-2.79, -6.09], "gap_ev": [9.591, 6.338], "fmax_ha_per_bohr": 0.051, "charge": 1, "mol_weight_g_mol": 291.6, "spin_multiplicity": 4}